Record 1
146
Properties=species:S:1:pos:R:3 method="wB97M-V/def2-TZVPD" gap_ev=9.60 spin_multiplicity=1 e_above_lowest_kcal_mol=5.7 total_energy_ev=-73764.858 largest_force_ha_per_bohr=0.05528 e_homo_ev=-9.160
O -11.961 -26.065 -5.120
H -12.110 -26.509 -5.974
H -12.349 -26.563 -4.371
O -6.498 -23.512 -6.253
H -7.214 -23.483 -5.568
H -6.649 -22.887 -7.010
O -7.259 -21.955 -8.324
H -8.044 -21.759 -7.840
H -7.593 -22.370 -9.146
O -11.239 -22.594 -7.984
H -10.567 -22.738 -8.641
H -11.303 -21.619 -7.978
O -6.475 -28.544 -4.644
H -6.716 -28.438 -5.541
H -5.994 -27.742 -4.459
O -13.147 -23.591 -9.996
H -13.779 -24.298 -9.795
H -12.793 -23.303 -9.142
O -5.837 -26.157 -6.931
H -6.830 -26.242 -7.059
H -5.846 -25.281 -6.484
O -6.512 -23.854 -11.465
H -5.795 -24.153 -10.877
H -6.036 -23.663 -12.293
O -9.752 -23.546 -5.700
H -10.484 -24.148 -5.541
H -10.180 -22.995 -6.366
C -6.223 -28.934 -10.463
C -7.162 -29.122 -9.292
C -7.913 -30.435 -9.273
O -8.753 -30.565 -10.449
C -9.145 -31.900 -10.646
N -6.555 -28.951 -7.988
H -6.601 -29.049 -11.431
H -5.386 -29.677 -10.323
H -5.677 -28.001 -10.555
H -7.946 -28.355 -9.376
H -8.479 -30.559 -8.315
H -7.181 -31.325 -9.242
H -8.296 -32.550 -10.834
H -9.703 -31.917 -11.572
H -9.695 -32.362 -9.800
H -6.240 -27.982 -7.798
H -5.671 -29.503 -7.923
C -11.069 -30.446 -13.381
C -11.335 -28.990 -12.965
C -12.583 -28.400 -13.515
O -12.532 -28.405 -14.855
C -13.655 -27.917 -15.420
N -11.442 -29.080 -11.568
H -10.043 -30.696 -13.097
H -11.084 -30.607 -14.446
H -11.829 -31.055 -12.875
H -10.456 -28.381 -13.316
H -12.788 -27.368 -13.170
H -13.437 -29.058 -13.229
H -14.482 -28.609 -15.291
H -13.433 -27.882 -16.472
H -13.936 -26.903 -15.073
H -10.635 -29.501 -11.127
H -11.530 -28.149 -11.159
C -9.777 -27.454 -2.789
C -10.948 -28.411 -3.023
C -10.842 -29.534 -1.999
O -9.590 -30.083 -1.876
C -9.107 -30.847 -2.967
N -12.240 -27.705 -2.883
H -8.890 -27.918 -3.191
H -9.640 -27.257 -1.745
H -9.806 -26.484 -3.309
H -10.880 -28.877 -4.042
H -11.601 -30.298 -2.183
H -11.090 -29.130 -1.002
H -9.307 -30.438 -3.955
H -9.473 -31.865 -2.999
H -8.009 -30.871 -2.871
H -12.956 -28.385 -2.652
H -12.135 -27.057 -2.100
C -2.361 -23.761 -7.892
C -3.331 -23.206 -8.959
C -2.658 -23.296 -10.312
O -1.401 -22.690 -10.305
C -0.695 -22.779 -11.532
N -4.669 -23.900 -9.058
H -2.718 -23.647 -6.888
H -1.380 -23.310 -7.937
H -2.294 -24.833 -8.166
H -3.518 -22.152 -8.722
H -3.317 -22.842 -11.067
H -2.539 -24.354 -10.607
H -1.129 -22.089 -12.249
H -0.728 -23.820 -11.854
H 0.321 -22.474 -11.230
H -5.414 -23.323 -8.710
H -4.674 -24.756 -8.566
C -8.754 -20.683 -11.977
C -8.843 -20.062 -10.587
C -8.967 -18.556 -10.608
O -7.882 -17.996 -11.240
C -7.822 -16.625 -11.367
N -9.938 -20.587 -9.804
H -8.723 -21.743 -12.075
H -7.863 -20.342 -12.463
H -9.470 -20.237 -12.623
H -7.961 -20.334 -10.035
H -9.024 -18.281 -9.551
H -9.874 -18.247 -11.122
H -6.925 -16.429 -11.950
H -7.772 -16.174 -10.325
H -8.672 -16.208 -11.915
H -10.777 -20.062 -9.955
H -10.002 -21.601 -9.979
C -15.232 -27.715 -6.967
C -14.421 -26.748 -7.815
C -13.278 -27.484 -8.465
O -12.593 -28.110 -7.367
C -11.565 -29.022 -7.744
N -15.154 -26.143 -8.876
H -14.559 -28.212 -6.258
H -15.669 -28.514 -7.548
H -16.117 -27.292 -6.423
H -14.107 -25.906 -7.154
H -12.605 -26.778 -9.004
H -13.692 -28.263 -9.162
H -11.609 -29.027 -8.825
H -11.815 -30.041 -7.400
H -10.592 -28.662 -7.372
H -15.632 -26.920 -9.365
H -15.825 -25.456 -8.563
C -9.994 -26.229 -10.407
C -9.843 -25.046 -9.417
C -8.629 -25.154 -8.556
O -8.484 -26.351 -7.835
C -9.418 -26.408 -6.745
N -9.681 -23.761 -10.120
H -9.085 -26.369 -11.008
H -10.953 -26.096 -10.977
H -10.112 -27.195 -9.916
H -10.766 -24.998 -8.810
H -8.456 -24.337 -7.856
H -7.770 -25.181 -9.241
H -10.429 -26.554 -7.109
H -9.219 -25.560 -6.099
H -9.140 -27.276 -6.150
H -10.491 -23.572 -10.714
H -8.916 -23.966 -10.778

Record 2
9
Properties=species:S:1:pos:R:3 method="wB97M-V/def2-TZVPD" gap_ev=9.44 charge=-1 spin_multiplicity=1 e_above_lowest_kcal_mol=17.7 total_energy_ev=-14268.115 largest_force_ha_per_bohr=0.06982 e_homo_ev=-5.337 smiles="O=C([O-])N(O)[N+](=O)[O-]"
C 0.548 1.338 0.112
N 0.082 -0.066 -0.583
N -1.212 -0.614 0.022
O -0.267 2.207 -0.021
O -2.164 0.096 -0.074
O 1.687 1.190 0.546
O -1.105 -1.723 0.578
O 1.027 -1.121 -0.730
H 1.404 -1.307 0.150

Record 3
13
Properties=species:S:1:pos:R:3 method="wB97M-V/def2-TZVPD" gap_ev=9.54 spin_multiplicity=1 e_above_lowest_kcal_mol=142.3 total_energy_ev=-20644.009 largest_force_ha_per_bohr=0.13613 e_homo_ev=-9.081
C 0.161 0.529 0.706
C -1.727 -0.385 0.490
C -1.126 -1.101 -0.395
C 0.229 -0.622 -0.395
H 2.844 1.695 1.655
H -2.752 -0.312 0.578
H -1.469 -1.832 -1.149
H 1.052 -1.180 0.025
H -0.427 0.311 -2.666
N 1.104 1.186 1.300
O 2.368 1.320 0.530
O -1.087 0.438 1.325
S 0.833 -0.047 -2.006

Record 4
16
Properties=species:S:1:pos:R:3 method="wB97M-V/def2-TZVPD" gap_ev=9.66 spin_multiplicity=1 e_above_lowest_kcal_mol=163.7 total_energy_ev=-10335.629 largest_force_ha_per_bohr=0.25830 e_homo_ev=-9.256
C 2.098 -0.854 0.159
C 1.049 0.127 -0.148
C -0.819 0.588 0.664
C -1.351 0.303 -0.819
C 0.030 -0.136 -1.138
H 1.698 -1.508 1.161
H 3.402 -0.241 0.367
H 1.911 -1.785 -0.987
H 1.779 0.914 -0.365
H -2.180 0.442 2.368
H -2.879 0.309 0.870
H -2.111 -0.579 -1.258
H -1.318 1.553 -1.135
N 0.292 0.740 1.013
N -2.096 0.799 1.370
O 0.494 -0.672 -2.121

Record 5
17
Properties=species:S:1:pos:R:3 method="wB97M-V/def2-TZVPD" gap_ev=10.39 spin_multiplicity=1 e_above_lowest_kcal_mol=38.3 total_energy_ev=-9337.327 largest_force_ha_per_bohr=0.06474 e_homo_ev=-9.613 smiles="C[C@@H](CN)NC=O"
C -0.369 -1.772 -1.768
N 0.140 -0.632 -1.249
C -0.762 -0.811 1.093
C -0.411 0.136 -0.096
C 0.804 0.986 0.438
N 0.491 2.151 1.229
O -1.303 -2.413 -1.331
H 0.166 -2.187 -2.643
H 1.049 -0.411 -1.625
H -0.604 -0.161 1.965
H -0.009 -1.573 1.281
H -1.784 -1.148 0.997
H -1.163 0.706 -0.629
H 1.476 0.309 0.929
H 1.358 1.341 -0.489
H -0.301 2.642 0.810
H 1.223 2.837 1.089

Record 6
135
Properties=species:S:1:pos:R:3 method="wB97M-V/def2-TZVPD" gap_ev=8.45 spin_multiplicity=1 e_above_lowest_kcal_mol=91.3 total_energy_ev=-67144.193 largest_force_ha_per_bohr=0.05952 e_homo_ev=-8.210 smiles=COCCNCCOC.COCCNCCOC.COCCNCCOC.COCCNCCOC.CCO.CCO.CCO.CCO.O
C 7.597 -1.481 6.252
O 8.769 -2.274 6.278
C 10.004 -1.637 5.914
C 9.982 -1.510 4.437
N 9.630 -2.774 3.724
C 9.046 -2.445 2.419
C 7.604 -1.844 2.494
O 6.795 -2.665 3.387
C 5.505 -2.224 3.570
H 6.664 -1.970 6.532
H 7.467 -1.047 5.260
H 7.724 -0.848 7.130
H 10.780 -2.316 6.267
H 9.981 -0.789 6.599
H 10.901 -1.065 4.055
H 9.141 -0.871 4.165
H 8.898 -3.080 4.350
H 8.929 -3.421 1.948
H 9.845 -1.839 1.990
H 7.151 -2.027 1.519
H 7.500 -0.805 2.807
H 5.056 -2.460 2.605
H 5.375 -1.170 3.817
H 4.929 -2.872 4.232
C -9.828 -2.495 -5.035
O -10.009 -1.650 -3.904
C -9.422 -2.317 -2.694
C -9.500 -1.407 -1.465
N -9.234 -2.077 -0.163
C -10.029 -3.228 0.390
C -10.030 -3.405 1.913
O -8.789 -3.943 2.363
C -8.570 -4.023 3.719
H -10.282 -3.460 -4.811
H -8.794 -2.752 -5.263
H -10.461 -2.131 -5.845
H -8.367 -2.474 -2.919
H -9.852 -3.315 -2.612
H -10.514 -1.008 -1.470
H -8.935 -0.484 -1.603
H -8.263 -2.351 -0.201
H -9.787 -4.132 -0.168
H -11.055 -2.954 0.148
H -10.864 -4.086 2.085
H -10.307 -2.412 2.266
H -9.340 -3.508 4.293
H -7.604 -3.570 3.942
H -8.597 -4.999 4.204
C 4.133 1.393 -15.520
O 3.801 2.284 -14.441
C 3.376 3.513 -14.862
C 3.241 4.477 -13.624
N 2.338 4.065 -12.526
C 0.894 4.121 -12.747
C 0.086 3.791 -11.524
O 0.361 2.418 -11.200
C -0.175 2.000 -9.897
H 3.262 1.414 -16.175
H 4.388 0.383 -15.199
H 5.001 1.862 -15.982
H 2.476 3.602 -15.470
H 4.244 3.837 -15.437
H 3.085 5.512 -13.931
H 4.255 4.411 -13.229
H 2.566 3.245 -11.982
H 0.641 3.479 -13.590
H 0.581 5.101 -13.106
H -0.927 3.888 -11.914
H 0.441 4.571 -10.851
H 0.490 2.470 -9.172
H -0.152 0.913 -9.833
H -1.217 2.266 -9.721
C 1.338 1.336 10.959
O 0.453 0.493 10.108
C -0.909 0.712 10.416
C -1.877 0.093 9.385
N -1.726 0.388 7.981
C -2.020 1.771 7.689
C -3.493 2.220 8.130
O -4.613 1.432 7.630
C -4.721 1.466 6.240
H 1.261 2.381 10.661
H 2.395 1.092 10.851
H 0.955 1.441 11.974
H -1.035 1.794 10.359
H -1.077 0.290 11.407
H -2.888 0.281 9.746
H -1.903 -0.991 9.494
H -2.576 0.041 7.558
H -1.735 1.980 6.658
H -1.335 2.496 8.127
H -3.708 3.260 7.884
H -3.669 2.332 9.200
H -5.401 0.728 5.815
H -3.744 1.328 5.777
H -4.981 2.443 5.833
O 0.038 -3.820 -4.015
H -0.211 -3.217 -3.315
H 0.877 -3.485 -4.333
C 4.155 4.482 5.459
C 4.330 5.194 4.104
O 4.221 6.580 4.321
H 3.138 4.546 5.844
H 4.800 4.834 6.264
H 4.269 3.398 5.438
H 3.685 4.941 3.262
H 5.330 4.992 3.720
H 4.393 6.945 3.450
C 3.793 1.178 -3.986
C 3.890 -0.276 -4.225
O 3.083 -0.586 -5.329
H 4.536 1.496 -3.253
H 2.808 1.492 -3.641
H 4.069 1.799 -4.838
H 3.484 -0.745 -3.329
H 4.883 -0.643 -4.482
H 3.563 -0.227 -6.079
C -1.040 0.975 -0.079
C -1.751 0.600 -1.419
O -2.251 -0.708 -1.317
H -0.547 0.099 0.340
H -1.757 1.200 0.711
H -0.310 1.781 -0.006
H -0.871 0.555 -2.060
H -2.430 1.373 -1.776
H -2.859 -0.697 -0.573
C -2.110 -4.062 3.641
C -3.301 -4.142 2.678
O -4.220 -3.059 2.735
H -2.250 -4.090 4.722
H -1.520 -3.155 3.507
H -1.412 -4.856 3.379
H -3.695 -5.114 2.973
H -2.803 -4.240 1.713
H -5.025 -3.546 2.924

Record 7
43
Properties=species:S:1:pos:R:3 method="wB97M-V/def2-TZVPD" gap_ev="4.82 / 5.27" charge=-4 spin_multiplicity=3 e_above_lowest_kcal_mol=33.3 total_energy_ev=-40542.361 largest_force_ha_per_bohr=0.07113 e_homo_ev="4.214 / 3.755"
Pt -0.014 -0.135 0.029
C 2.588 1.427 2.959
C 2.571 -0.036 2.458
O 1.872 -0.232 1.452
O 3.177 -0.972 3.073
H 1.636 1.655 3.441
H 2.913 2.159 2.218
H 3.311 1.626 3.767
C 1.880 3.427 -2.095
C 0.534 2.722 -1.985
O 0.378 1.610 -1.397
O -0.430 3.375 -2.444
H 2.697 2.723 -1.903
H 2.033 4.312 -1.472
H 1.993 3.833 -3.105
C -1.623 -4.199 0.479
C -0.540 -3.442 1.201
O -0.332 -2.249 0.840
O 0.257 -4.059 1.957
H -2.480 -3.545 0.682
H -1.799 -5.202 0.859
H -1.429 -3.994 -0.575
C 3.078 -0.805 -2.790
C 2.466 -1.525 -1.623
O 1.211 -1.417 -1.431
O 3.232 -2.129 -0.840
H 2.954 0.274 -2.663
H 2.509 -1.044 -3.695
H 4.144 -0.997 -2.919
C -3.556 -2.035 -1.222
C -3.062 -0.652 -1.623
O -3.795 0.153 -2.271
O -1.893 -0.286 -1.301
H -4.601 -2.069 -1.536
H -3.492 -2.020 -0.136
H -2.906 -2.699 -1.788
C -2.514 2.537 2.732
C -1.814 2.086 1.455
O -0.915 1.195 1.527
O -2.296 2.516 0.393
H -1.709 2.642 3.474
H -3.326 1.911 3.103
H -2.909 3.557 2.716

Record 8
8
Properties=species:S:1:pos:R:3 method="wB97M-V/def2-TZVPD" gap_ev=5.60 spin_multiplicity=1 e_above_lowest_kcal_mol=74.7 total_energy_ev=-32900.579 largest_force_ha_per_bohr=0.05489 e_homo_ev=-7.674
C 0.177 -0.205 -0.892
O -0.172 -0.219 1.426
S 1.129 -2.048 -0.504
S -0.647 -1.233 0.273
I -0.528 2.784 0.025
H 0.969 0.372 -0.358
H -0.120 0.100 -1.883
H -0.807 0.449 1.913

Record 9
20
Properties=species:S:1:pos:R:3 method="wB97M-V/def2-TZVPD" gap_ev=9.52 spin_multiplicity=1 e_above_lowest_kcal_mol=5.4 total_energy_ev=-9396.615 largest_force_ha_per_bohr=0.01894 e_homo_ev=-8.619 smiles=Cc1c[nH]cn1.CC
C -0.152 1.399 -1.196
C -0.412 -0.029 -1.508
C 0.436 -0.962 -2.030
C -1.541 -1.834 -1.665
N -1.644 -0.585 -1.289
N -0.294 -2.131 -2.087
H 0.801 1.586 -0.694
H -0.931 1.826 -0.576
H 1.498 -0.938 -2.216
H -2.358 -2.536 -1.742
H -0.001 -2.908 -2.654
H -0.064 2.029 -2.083
C -0.076 0.459 2.114
C 1.245 0.787 2.807
H -0.898 0.209 2.778
H -0.482 1.353 1.633
H 0.052 -0.313 1.359
H 1.409 1.854 2.958
H 1.274 0.314 3.793
H 2.140 0.421 2.298

Record 10
34
Properties=species:S:1:pos:R:3 method="wB97M-V/def2-TZVPD" gap_ev="4.67 / 4.67" spin_multiplicity=1 total_energy_ev=-96525.740 largest_force_ha_per_bohr=0.04179 e_homo_ev="-5.428 / -5.429"
C -0.522 0.243 -4.923
C -1.378 1.351 -4.664
C -0.561 2.471 -4.323
C 0.801 2.072 -4.392
C 0.836 0.687 -4.729
In 1.450 -0.803 -1.122
P -0.016 -3.008 -1.623
H -0.828 -0.752 -5.237
H -2.467 1.349 -4.703
H -0.912 3.477 -4.106
H 1.728 0.075 -4.838
H 1.669 2.697 -4.200
H 0.721 -3.968 -2.400
H -1.207 -2.782 -2.416
H -0.470 -3.806 -0.512
C 1.310 2.193 2.077
N 0.333 1.119 2.028
C -0.282 0.686 0.887
Se 0.044 1.359 -0.826
N -1.051 -0.384 1.268
C -0.878 -0.667 2.622
C -1.194 -1.825 3.322
C -0.596 -1.967 4.582
C 0.315 -1.007 5.075
C 0.643 0.140 4.333
C 0.001 0.287 3.109
H 1.740 2.194 3.081
H 0.835 3.161 1.878
H 2.107 2.028 1.342
H -1.605 -0.947 0.626
H -1.878 -2.548 2.876
H -0.828 -2.841 5.196
H 0.776 -1.171 6.050
H 1.365 0.887 4.661